[1]
2 unconnected molecules or ions with the total composition CH4IPS2 in a non-equilibrium geometry. Source: OMol25; level of theory: the ωB97M-V functional and the def2-TZVPD basis.

CARTESIAN COORDINATES (ANGSTROEM)
C: -2.0994 0.0525 -0.3635
P: 1.2807 -0.7567 0.5299
S: -3.2315 -0.9715 -0.8743
S: 1.7526 0.9174 -0.4291
I: -2.0515 0.8508 1.6316
H: -1.4684 0.6497 -1.0423
H: 2.6531 -1.1209 0.5766
H: 1.1866 -1.5304 -0.5660
H: 1.9778 1.9091 0.5371

Energy relative to the best compared isomer or geometry (same formula, charge and spin) ... 39.7 kcal per mole
Structure (SMILES) ... S=CI.PS
2S+1 ... 1

***

[2]
A molecular structure, CH4InO in a non-equilibrium geometry. Source: OMol25; level of theory: the ωB97M-V functional and the def2-TZVPD basis.

CARTESIAN COORDINATES (ANGSTROEM)
In: -2.1032 -1.5225 -2.3796
C: 0.4457 0.3132 0.7442
O: -0.2108 -0.3933 -0.3313
H: -0.2247 0.9491 1.3223
H: 0.8668 -0.3726 1.4794
H: 1.2219 0.9332 0.2956
H: 0.0042 0.0929 -1.1306

Charge ... +3
Energy relative to the best compared isomer or geometry (same formula, charge and spin) ... 49.1 kcal per mole
2S+1 ... 1

***

[3]
A molecular structure, CH4KO2 in a non-equilibrium geometry. Source: OMol25; level of theory: the ωB97M-V functional and the def2-TZVPD basis.

CARTESIAN COORDINATES (ANGSTROEM)
H: 2.1612 -0.6221 -1.3456
O: 1.2720 -0.6611 -0.0174
K: 1.5202 -1.3467 2.4293
O: -0.4066 -0.6755 -0.0875
C: -1.0042 0.5765 -0.2122
H: -1.9878 0.4199 -0.6818
H: -1.1399 1.0585 0.7735
H: -0.4149 1.2507 -0.8581

Energy relative to the best compared isomer or geometry (same formula, charge and spin) ... 79.7 kcal per mole
2S+1 ... 2

***

[4]
2 unconnected molecules or ions with the total composition CH4N2O in a non-equilibrium geometry. Source: OMol25; level of theory: the ωB97M-V functional and the def2-TZVPD basis.

CARTESIAN COORDINATES (ANGSTROEM)
C: 0.9681 -0.2801 -1.8877
N: 0.1912 -0.5193 -2.7685
N: -0.8048 0.4633 2.0472
O: 1.6433 0.0637 -1.0532
H: -1.3256 -0.2261 2.4866
H: 0.1522 -0.7923 -3.6780
H: -1.0063 1.2350 2.7641
H: 0.1819 0.0558 2.0896

Energy relative to the best compared isomer or geometry (same formula, charge and spin) ... 33.0 kcal per mole
Structure (SMILES) ... N=C=O.N
2S+1 ... 1

***

Energy for the records above, in order: -40159.82118; -8277.13272; -21515.40767; -6129.07766 eV